[1]
ORCA calculation (wB97M-V/def2-TZVPD) on C20H39MnNOP2Si as an isolated structure in a non-equilibrium geometry.

Properties
Relative energy (zero: lowest compared OMol25 entry of this formula, charge and spin): 47.6 kcal per mole
HOMO energy (alpha / beta): -6.3 / -6.5 eV
LUMO energy (alpha / beta): 0.479 / -0.021 eV
Calculated total energy: -3038.5044 a.u.
HOMO-LUMO gap (alpha / beta): 6.757 / 6.441 eV
<S²>: 3.87

The geometry in ORCA input format:
```
! wB97M-V def2-TZVPD RIJCOSX def2/J DEFGRID3
* xyz 0 4
Mn 0.115 -0.281 -0.724
P -2.338 -0.023 -0.549
P 2.454 -0.192 -0.778
Si 0.117 0.548 4.164
O -0.926 -2.405 -0.951
N -0.023 0.510 -2.274
C 0.124 0.344 1.068
C -0.973 -2.842 1.436
C 1.622 -0.421 4.731
C 0.044 0.472 2.342
C 0.009 3.719 -4.032
C -3.460 -1.237 -1.379
C -3.085 0.057 1.129
C 3.048 1.280 -1.653
C -2.962 1.573 -1.260
C 0.013 1.928 -5.659
C -0.455 -3.027 0.081
C -0.027 1.388 -3.254
C -1.443 -0.281 4.804
C -0.028 0.988 -4.641
C 3.038 -1.584 -1.789
C 3.413 -0.222 0.763
C 0.217 2.322 4.739
C 0.538 -4.098 -0.183
C -0.023 2.821 -2.987
C 0.033 3.299 -5.343
H -3.368 -2.212 -0.898
H -2.312 2.377 -0.904
H 4.478 -0.276 0.517
H -0.671 2.880 4.418
H 3.113 -1.087 1.366
H 1.099 2.813 4.311
H 1.697 -0.400 5.830
H -2.334 0.191 4.377
H -3.077 -1.345 -2.429
H -2.304 0.452 1.787
H 2.545 0.003 4.313
H -3.350 -0.968 1.485
H -0.050 -0.087 -4.834
H 1.246 -3.876 -0.987
H 2.625 -2.530 -1.426
H 3.202 0.688 1.341
H -4.009 1.787 -0.970
H 1.553 -1.469 4.410
H -0.038 3.126 -1.934
H 0.017 4.810 -3.779
H 2.832 1.190 -2.722
H -0.876 -1.849 1.894
H -2.883 1.531 -2.360
H -1.461 -1.348 4.547
H 1.091 -4.466 0.681
H 0.285 2.386 5.836
H 0.030 1.590 -6.698
H 4.133 -1.611 -1.741
H 0.952 -1.168 -0.044
H -4.517 -0.921 -1.418
H -2.026 -3.076 1.347
H -0.102 -4.893 -0.534
H -1.498 -0.193 5.902
H 2.550 2.181 -1.282
H 4.129 1.383 -1.512
H -3.981 0.699 1.160
H 0.066 4.033 -6.160
H -0.540 -3.558 2.136
H 2.713 -1.425 -2.826
*
```

[2]
ORCA calculation (wB97M-V/def2-TZVPD) on a 4-piece molecular cluster, C20H39N4O2P overall in a non-equilibrium geometry.

Properties
HOMO energy: -7.4 eV
LUMO energy: 0.643 eV
Calculated total energy: -1495.9231 a.u.
HOMO-LUMO gap: 8.092 eV

The geometry in ORCA input format:
```
! wB97M-V def2-TZVPD RIJCOSX def2/J DEFGRID3
* xyz 0 1
P -3.451 -0.469 -0.167
O 1.798 -1.234 0.324
O -3.672 -2.075 0.538
N -5.418 2.164 1.723
N -2.010 1.750 -4.413
N 2.873 -1.152 1.565
N 2.837 1.466 -3.294
C 1.862 -2.701 0.234
C -6.603 -1.013 2.930
C 4.227 -0.234 3.814
C 3.876 0.962 -3.800
C 4.963 -1.683 -2.891
C 5.418 -2.467 4.093
C -2.479 2.372 -3.422
C -2.881 4.629 -2.439
C 5.128 0.354 -4.411
C -7.964 -0.340 3.083
C -1.630 0.067 0.043
C -5.429 1.136 2.454
C 3.487 -0.736 2.585
C 5.570 -0.957 3.940
C 0.841 -0.652 -0.630
C -3.044 3.123 -2.227
C -5.441 -0.103 3.334
C 5.056 -1.172 -4.326
C -1.424 5.053 -2.586
C -0.696 -1.207 -0.502
H 2.972 -3.128 0.255
H 4.943 -2.777 -2.878
H 4.050 -1.336 -2.397
H 1.285 -3.165 -0.679
H 6.108 -0.563 4.809
H 5.824 -1.350 -2.300
H -3.133 -2.708 -0.054
H 1.204 -0.706 -1.766
H -0.957 4.599 -3.466
H -0.841 4.770 -1.702
H 4.188 -1.535 -4.889
H 4.944 -2.917 3.215
H -4.104 2.872 -2.114
H -1.298 0.233 1.159
H -2.521 2.803 -1.320
H -1.127 -1.466 -1.577
H -3.675 -0.694 -1.598
H -6.481 -1.332 1.887
H -1.331 0.979 -0.647
H -3.322 5.160 -1.588
H 4.389 0.845 3.720
H 1.307 -3.115 1.205
H -8.058 0.534 2.431
H 5.948 -1.600 -4.798
H -8.764 -1.035 2.811
H 3.611 -0.409 4.702
H 6.187 -0.750 3.057
H -0.854 -2.065 0.279
H -1.354 6.139 -2.706
H -4.491 -0.635 3.219
H -8.128 -0.018 4.117
H 4.816 -2.713 4.975
H -6.582 -1.917 3.548
H 6.400 -2.937 4.208
H 6.008 0.728 -3.876
H 0.806 0.517 -0.388
H -5.536 0.200 4.382
H 5.208 0.669 -5.456
H -3.433 4.941 -3.334
*
```

Question: Which value of calculated total energy does entry 1 give?
Answer: -3038.5044 a.u.

Question: Which of these has the lowest calculated total energy?
Answer: C20H39MnNOP2Si

Question: The highest calculated total energy belongs to which entry?
Answer: C20H39N4O2P